Record 1
{"formula": "C29H44N8OS2Sc", "method": "ωB97M-V/def2-TZVPD", "species": ["Sc", "C", "C", "N", "C", "C", "N", "C", "C", "C", "N", "C", "C", "N", "C", "H", "H", "H", "H", "H", "H", "H", "H", "H", "H", "H", "H", "H", "H", "H", "H", "H", "H", "H", "H", "H", "H", "H", "H", "C", "C", "N", "N", "C", "S", "S", "C", "C", "C", "C", "C", "C", "C", "C", "C", "C", "C", "C", "C", "O", "H", "H", "H", "H", "H", "H", "H", "H", "H", "H", "H", "H", "H", "H", "C", "N", "C", "C", "N", "H", "H", "H", "H", "H", "H"], "positions_angstrom": [[0.09, 0.11, -0.02], [-0.49, 2.35, 3.04], [0.70, 2.82, 2.22], [1.30, 1.70, 1.48], [2.35, 1.01, 2.24], [2.77, -0.25, 1.49], [1.59, -1.13, 1.34], [1.34, -1.88, 2.61], [-0.10, -1.90, 3.10], [-1.07, -2.38, 2.04], [-1.52, -1.28, 1.17], [-2.69, -0.57, 1.72], [-2.94, 0.66, 0.89], [-1.73, 1.51, 0.96], [-1.77, 2.31, 2.23], [-0.66, 3.01, 3.89], [-0.27, 1.36, 3.45], [1.45, 3.32, 2.84], [0.36, 3.56, 1.49], [1.73, 2.07, 0.64], [1.97, 0.76, 3.23], [3.23, 1.65, 2.39], [3.57, -0.76, 2.03], [3.14, 0.02, 0.51], [1.82, -1.84, 0.64], [1.97, -1.44, 3.39], [1.69, -2.91, 2.48], [-0.39, -0.90, 3.46], [-0.13, -2.56, 3.97], [-1.93, -2.87, 2.50], [-0.59, -3.12, 1.40], [-1.80, -1.73, 0.30], [-2.49, -0.31, 2.76], [-3.57, -1.22, 1.72], [-3.83, 1.20, 1.23], [-3.12, 0.37, -0.15], [-1.76, 2.16, 0.18], [-2.56, 1.89, 2.86], [-2.09, 3.33, 1.99], [3.26, -2.33, -1.41], [2.52, -1.19, -2.04], [1.28, -1.33, -2.33], [0.83, -0.45, -3.30], [-0.24, 0.22, -3.25], [-1.42, 0.51, -1.97], [-0.65, 1.15, -4.72], [0.98, 1.29, -5.49], [1.50, 0.12, -6.30], [0.68, -0.84, -6.87], [1.21, -1.87, -7.64], [2.58, -1.95, -7.84], [3.41, -0.99, -7.28], [2.88, 0.04, -6.51], [3.22, 0.09, -2.30], [4.43, 0.22, -2.96], [5.01, 1.47, -3.13], [4.37, 2.59, -2.62], [3.17, 2.48, -1.93], [2.58, 1.23, -1.75], [1.46, 1.09, -1.05], [2.72, -3.27, -1.55], [3.47, -2.18, -0.35], [4.24, -2.42, -1.88], [1.68, 1.53, -4.69], [0.90, 2.17, -6.12], [-0.39, -0.77, -6.71], [0.55, -2.60, -8.08], [2.99, -2.75, -8.44], [4.48, -1.04, -7.44], [3.54, 0.78, -6.07], [4.91, -0.66, -3.37], [5.95, 1.57, -3.66], [4.82, 3.57, -2.75], [2.67, 3.35, -1.53], [-1.02, -2.99, -4.49], [-1.88, -2.93, -3.31], [-3.27, -2.55, -3.51], [-1.36, -2.86, -2.11], [-0.90, -2.80, -1.05], [-1.38, -3.76, -5.17], [0.00, -3.22, -4.19], [-1.02, -2.02, -4.99], [-3.75, -3.27, -4.17], [-3.33, -1.55, -3.96], [-3.80, -2.53, -2.56]], "mulliken_charge": [0.042, -0.262, -1.076, 0.582, -0.960, -0.491, 0.461, -1.170, -0.368, -0.897, 0.661, -0.737, -0.998, 0.195, -1.033, 0.412, -0.014, 0.416, 0.500, -0.048, 0.446, 0.421, 0.528, 0.045, 0.093, 0.503, 0.392, 0.069, 0.403, 0.460, 0.332, 0.086, 0.436, 0.396, 0.562, 0.193, 0.385, 0.386, 0.430, -1.610, 0.788, -0.548, 0.373, 0.651, -1.102, -0.190, -0.463, 0.280, -0.017, -0.685, -0.419, -0.698, -0.350, 0.987, -0.846, -0.866, -0.826, -1.107, 0.350, 0.120, 0.389, 0.225, 0.569, -0.224, 0.561, 0.491, 0.408, 0.407, 0.413, 0.425, 0.436, 0.443, 0.453, 0.439, -1.085, 0.035, -0.881, 0.444, -0.583, 0.447, 0.315, 0.339, 0.332, 0.271, 0.327], "spin_multiplicity": 1, "e_above_lowest_kj_mol": 194.11, "charge": 1}


Record 2
{"formula": "C29H45BaNO6S2Si3Te", "method": "ωB97M-V/def2-TZVPD", "species": ["Ba", "O", "S", "O", "O", "C", "C", "C", "C", "C", "C", "S", "O", "O", "O", "H", "H", "H", "H", "C", "Si", "C", "C", "C", "Si", "C", "C", "C", "Si", "C", "C", "C", "C", "C", "C", "C", "N", "H", "H", "H", "H", "H", "H", "H", "H", "H", "H", "H", "H", "H", "H", "H", "H", "H", "H", "H", "H", "H", "H", "H", "H", "H", "H", "H", "H", "C", "Te", "C", "H", "H", "H", "H", "H", "H", "C", "C", "C", "C", "C", "C", "C", "H", "H", "H", "H", "H", "H", "H"], "positions_angstrom": [[-0.75, -0.37, -0.51], [-0.77, -1.94, -2.10], [-2.17, -1.72, -2.53], [-2.39, -1.94, -3.92], [-2.67, -0.46, -2.00], [-2.90, -3.16, -1.70], [-3.72, -3.96, -2.48], [-4.02, -5.26, -2.08], [-3.47, -5.77, -0.92], [-2.68, -4.97, -0.10], [-2.41, -3.67, -0.47], [-1.82, -2.58, 0.84], [-2.60, -1.37, 0.58], [-2.14, -3.26, 2.05], [-0.38, -2.28, 0.74], [-4.07, -3.57, -3.43], [-4.66, -5.87, -2.70], [-3.67, -6.80, -0.63], [-2.31, -5.33, 0.85], [-0.84, -0.64, 4.02], [-1.40, 1.12, 3.67], [-3.25, 0.93, 3.40], [-1.32, 1.98, 5.34], [-0.55, 2.01, 2.40], [-1.43, 3.20, 1.46], [-0.35, 4.12, 0.24], [-2.22, 4.55, 2.48], [-2.80, 2.49, 0.38], [1.15, 2.29, 2.72], [2.02, 1.10, 3.88], [1.50, 3.98, 3.45], [2.33, 2.17, 1.24], [3.02, 3.24, 0.68], [3.90, 3.03, -0.37], [4.09, 1.75, -0.83], [3.39, 0.72, -0.23], [2.53, 0.90, 0.77], [-1.06, -0.91, 5.06], [0.23, -0.79, 3.86], [-1.36, -1.37, 3.38], [-3.68, 0.45, 4.29], [-3.48, 0.29, 2.54], [-3.75, 1.89, 3.24], [-1.87, 1.44, 6.12], [-1.73, 3.00, 5.26], [-0.28, 2.09, 5.68], [0.42, 4.73, 0.74], [-0.96, 4.77, -0.39], [0.18, 3.42, -0.41], [-1.45, 5.05, 3.08], [-2.96, 4.13, 3.18], [-2.72, 5.29, 1.85], [-2.39, 2.12, -0.57], [-3.54, 3.27, 0.13], [-3.33, 1.66, 0.84], [1.49, 0.95, 4.82], [3.01, 1.52, 4.09], [2.15, 0.13, 3.41], [1.00, 4.04, 4.42], [1.11, 4.79, 2.83], [2.58, 4.15, 3.60], [2.86, 4.24, 1.07], [4.42, 3.87, -0.82], [4.75, 1.53, -1.67], [3.51, -0.31, -0.57], [3.83, -2.85, -1.87], [1.97, -2.67, -0.91], [2.80, -2.84, 1.02], [4.24, -3.84, -1.64], [4.51, -2.07, -1.53], [3.68, -2.75, -2.94], [3.06, -1.85, 1.40], [3.68, -3.48, 0.95], [2.05, -3.29, 1.67], [0.70, 1.60, -2.47], [0.17, 1.51, -3.77], [-0.56, 2.58, -4.40], [-1.04, 2.50, -5.69], [-0.87, 1.36, -6.48], [-0.18, 0.29, -5.90], [0.32, 0.35, -4.61], [0.83, 2.61, -2.08], [1.55, 0.95, -2.28], [-0.73, 3.48, -3.82], [-1.58, 3.35, -6.09], [-1.25, 1.31, -7.49], [-0.04, -0.63, -6.47], [0.82, -0.52, -4.19]], "mulliken_charge": [1.393, -0.550, 0.989, -0.612, -0.678, -0.049, -0.593, -0.549, -0.649, -0.471, 0.014, 0.860, -0.644, -0.644, -0.135, 0.475, 0.367, 0.359, 0.473, -0.796, 0.009, -1.068, -1.118, 2.285, -0.259, -0.175, -1.053, -0.643, -1.200, -1.147, -1.044, 0.257, -0.326, -0.642, -0.592, 0.358, 0.674, 0.452, 0.090, 0.113, 0.374, 0.094, 0.274, 0.342, 0.273, 0.262, 0.254, 0.437, -0.628, 0.255, 0.267, 0.337, 0.072, 0.387, 0.155, 0.263, 0.367, 0.080, 0.242, 0.321, 0.330, 0.319, 0.386, 0.391, -0.553, -1.307, 0.523, -1.009, 0.348, 0.375, 0.319, 0.222, 0.404, 0.271, -1.632, 0.840, -0.611, -0.325, -0.640, -0.384, -0.275, 0.334, 0.280, 0.272, 0.312, 0.323, 0.308, 0.224], "spin_multiplicity": 1, "e_above_lowest_kj_mol": 347.43, "charge": -2}